Computed, not measured: a molecular structure, C27H38N2O2S2SnTe, with ωB97M-V/def2-TZVPD.

The geometry in XYZ format:
```
73
Properties=species:S:1:pos:R:3
Sn 0.034 0.113 -0.363
C 1.586 -1.750 -1.172
C 0.456 -2.483 -0.700
C 0.481 -2.385 0.746
C 1.592 -1.590 1.079
C 2.288 -1.184 -0.091
C 3.658 -0.542 -0.182
C 3.721 0.438 -1.360
C 4.006 0.208 1.105
C 4.692 -1.660 -0.403
C -0.487 -2.874 1.834
C -1.865 -2.192 1.730
C -0.652 -4.402 1.826
C 0.060 -2.512 3.223
C -0.288 -3.405 -1.677
C 0.324 -4.814 -1.570
C -1.806 -3.474 -1.473
C -0.076 -2.924 -3.124
H 1.937 -1.743 -2.193
H 1.920 -1.365 2.084
H 2.948 1.206 -1.267
H 3.578 -0.073 -2.315
H 4.693 0.935 -1.387
H 3.256 0.969 1.326
H 4.975 0.702 0.997
H 4.067 -0.471 1.960
H 4.448 -2.246 -1.292
H 4.711 -2.339 0.453
H 5.693 -1.237 -0.532
H -2.300 -2.273 0.739
H -1.775 -1.131 1.969
H -2.562 -2.634 2.448
H -1.154 -4.775 0.937
H -1.246 -4.709 2.691
H 0.324 -4.890 1.894
H 0.175 -1.431 3.344
H 1.025 -2.991 3.413
H -0.643 -2.858 3.984
H 0.191 -5.244 -0.580
H 1.397 -4.771 -1.773
H -0.138 -5.483 -2.302
H -2.092 -3.880 -0.507
H -2.244 -4.119 -2.239
H -2.253 -2.482 -1.575
H 0.948 -3.087 -3.466
H -0.314 -1.863 -3.233
H -0.732 -3.488 -3.789
O -3.840 2.356 -3.012
C -3.828 3.637 -2.575
C -4.710 4.514 -3.204
C -4.763 5.840 -2.830
C -3.947 6.317 -1.806
C -3.089 5.448 -1.168
C -3.010 4.100 -1.534
C -2.079 3.201 -0.806
O -1.775 2.017 -1.394
N -1.640 3.528 0.342
N -0.814 2.577 0.927
C -0.201 3.058 1.929
S 0.809 2.025 2.926
C 0.996 3.249 4.252
C 1.063 4.612 3.593
S -0.328 4.739 2.436
H -3.138 1.872 -2.546
H -5.337 4.118 -3.993
H -5.441 6.512 -3.342
H -3.981 7.359 -1.517
H -2.450 5.789 -0.364
H 1.910 3.007 4.793
H 0.140 3.172 4.918
H 1.988 4.724 3.030
H 0.976 5.423 4.314
Te -0.064 2.008 -2.586
```

- LUMO energy (eV) = -0.43
- energy relative to the best compared isomer or geometry (same formula, charge and spin) (kcal/mol) = 17.7
- gap between HOMO and LUMO (eV) = 7.10